1.
Here is a structure of composition C32H58GeN7O3S6Si3Y from OMol25. Energies are from ωB97M-V with the def2-TZVPD basis set.

```
111
Properties=species:S:1:pos:R:3:lowdin_spin:R:1
Y 1.365 1.106 0.548 0.01
C -0.151 -2.411 3.934 0.00
O 0.406 -2.023 2.635 0.00
C 1.767 -2.372 2.441 0.00
C 2.589 -1.248 1.865 0.00
O 2.279 -1.038 0.468 0.00
C 3.058 -1.961 -0.339 0.00
C 2.987 -1.771 -1.829 0.00
O 2.293 -2.855 -2.379 0.00
C 2.838 -3.289 -3.627 0.00
H 0.537 -2.160 4.784 0.00
H -1.040 -1.804 4.017 0.00
H -0.355 -3.472 4.046 0.00
H 2.212 -2.693 3.378 0.00
H 1.778 -3.290 1.775 0.00
H 2.530 -0.269 2.420 0.00
H 3.653 -1.535 1.964 0.00
H 4.111 -1.859 0.006 0.00
H 2.739 -2.969 -0.037 0.00
H 2.482 -0.789 -2.054 0.00
H 4.008 -1.702 -2.290 0.00
H 2.719 -2.578 -4.446 0.00
H 3.881 -3.543 -3.535 0.00
H 2.290 -4.223 -3.884 0.00
S -0.896 1.532 7.973 0.00
C -0.229 1.321 6.480 0.00
S 1.441 1.049 5.912 0.00
C 1.054 1.273 4.162 0.00
C -0.299 1.050 3.790 0.00
S -0.964 0.826 2.176 0.03
S -1.343 1.218 5.166 0.00
S 2.247 1.921 3.123 0.00
N -2.367 4.598 2.091 0.00
C -1.879 5.435 1.177 0.00
N -2.158 6.731 1.255 0.00
N -1.141 5.061 0.130 0.00
C -0.491 3.947 0.087 0.00
N 0.080 2.927 0.014 0.00
H -2.827 5.004 2.927 0.00
H -2.157 3.609 2.077 0.00
H -2.847 7.062 1.892 0.00
H -1.971 7.335 0.460 0.00
N 3.435 4.992 0.489 0.00
C 4.088 3.794 0.698 0.00
S 3.588 2.429 -0.221 0.00
N 5.104 3.746 1.591 0.00
C 5.991 2.644 1.681 0.00
C 5.979 1.777 2.795 0.00
C 6.672 0.572 2.694 0.00
C 7.434 0.301 1.554 0.00
C 7.521 1.192 0.480 0.00
C 6.765 2.371 0.546 0.00
H 2.559 4.977 -0.032 0.00
H 3.813 5.903 0.716 0.00
H 5.170 4.527 2.248 0.00
H 5.492 2.088 3.715 0.00
H 6.665 -0.157 3.508 0.00
H 7.975 -0.682 1.483 0.00
H 8.207 0.964 -0.351 0.00
H 6.623 3.008 -0.318 0.00
C 0.658 2.239 -4.960 0.00
C 0.717 3.244 -3.950 0.00
C 1.169 2.877 -2.671 0.00
N 1.227 1.604 -2.260 0.00
C 0.965 0.620 -3.167 0.00
C 0.912 0.922 -4.522 0.00
H 0.382 2.548 -5.969 0.00
H 0.465 4.292 -4.156 0.00
H 1.403 3.598 -1.910 0.00
H 0.767 -0.364 -2.753 0.00
H 1.002 0.086 -5.239 0.00
C -0.876 -4.184 -1.186 0.00
Si -2.578 -3.827 -0.483 0.09
C -3.918 -4.740 -1.449 0.03
C -2.776 -4.305 1.337 0.00
Ge -2.830 -1.441 -0.689 0.55
Si -4.847 -0.860 0.581 0.07
C -4.637 -1.253 2.446 0.00
C -6.324 -1.864 -0.082 0.03
C -4.992 1.040 0.230 0.00
Si -3.174 -0.865 -3.020 0.10
C -4.897 -1.296 -3.719 0.03
C -1.855 -1.846 -3.964 0.00
C -2.897 0.999 -3.151 0.00
H -0.651 -5.200 -0.887 0.00
H -0.057 -3.561 -0.790 0.00
H -0.754 -4.113 -2.270 0.00
H -3.671 -5.788 -1.658 0.00
H -3.981 -4.229 -2.433 0.00
H -4.933 -4.740 -1.052 0.00
H -3.562 -5.032 1.508 0.00
H -3.004 -3.366 1.906 0.00
H -1.817 -4.708 1.682 0.00
H -4.906 -2.297 2.638 0.00
H -5.276 -0.645 3.044 0.00
H -3.558 -1.090 2.728 0.00
H -6.038 -2.293 -1.032 0.00
H -7.235 -1.236 -0.236 0.00
H -6.543 -2.669 0.591 0.00
H -4.749 1.282 -0.804 0.00
H -4.472 1.664 0.960 0.00
H -6.058 1.281 0.384 0.00
H -5.069 -2.376 -3.668 0.00
H -5.030 -0.936 -4.755 0.00
H -5.654 -0.809 -3.080 0.00
H -1.786 -2.861 -3.585 0.00
H -0.831 -1.421 -3.875 0.00
H -2.140 -1.910 -5.041 0.00
H -3.375 1.328 -4.065 0.00
H -1.880 1.335 -3.226 0.00
H -3.348 1.567 -2.306 0.00
```

For the HOMO energy (spin up / spin down), the calculation gives -8.2299 / -8.2367 eV. As for the multiplicity: 2. The total energy is -196899.1270 eV. The net charge is +1. Its HOMO-LUMO gap (spin up / spin down) is 6.0 / 5.3 eV. For the energy relative to the best compared isomer or geometry (same formula, charge and spin), the calculation gives 35.51 kJ/mol.

2.
Here is a cluster of 8 separate species, C32H58O19S5 in total from OMol25. Energies are from ωB97M-V with the def2-TZVPD basis set.

```
114
Properties=species:S:1:pos:R:3:lowdin_charge:R:1
C 0.871 1.968 1.335 -0.01
C 0.489 0.535 1.638 -0.32
C -0.677 -0.103 0.856 -0.07
O -0.014 -0.972 -0.068 0.05
C 1.298 -1.039 0.215 -0.56
O 2.151 -1.550 -0.418 0.16
O 1.588 -0.302 1.325 0.07
H 0.047 2.625 1.627 0.09
H 1.089 2.008 0.264 0.09
H 1.761 2.344 1.837 0.09
H 0.193 0.461 2.689 0.14
H -1.247 0.632 0.288 0.12
H -1.329 -0.629 1.550 0.12
C -1.107 0.286 -2.825 -0.01
C -0.170 -0.033 -3.986 -0.29
C -0.903 -0.487 -5.310 -0.06
O -0.014 0.059 -6.276 0.07
C 0.774 0.982 -5.739 -0.59
O 1.626 1.570 -6.334 0.17
O 0.490 1.139 -4.435 0.09
H -1.915 0.961 -3.094 0.06
H -0.536 0.731 -2.012 0.08
H -1.571 -0.611 -2.413 0.09
H 0.622 -0.747 -3.737 0.16
H -1.891 -0.040 -5.368 0.13
H -0.793 -1.568 -5.290 0.13
C -1.703 6.980 -0.108 -0.03
C -0.337 6.759 0.486 -0.30
C 0.621 5.892 -0.394 -0.06
O 1.641 6.865 -0.664 0.06
C 1.343 8.100 -0.187 -0.59
O 1.972 9.093 -0.417 0.15
O 0.311 8.023 0.613 0.10
H -1.695 7.531 -1.049 0.10
H -2.316 7.597 0.555 0.09
H -2.264 6.049 -0.219 0.08
H -0.395 6.391 1.512 0.15
H 0.097 5.506 -1.270 0.13
H 0.990 4.996 0.104 0.12
O -3.469 3.905 -1.897 -0.34
S -4.249 2.679 -1.892 0.69
O -3.704 1.599 -1.075 -0.36
C -6.020 3.034 -1.521 -0.21
C -6.803 2.317 -2.590 -0.24
C -5.985 2.391 -3.881 -0.21
C -4.547 2.035 -3.543 -0.23
H -6.032 4.108 -1.756 0.10
H -6.264 3.039 -0.463 0.10
H -6.939 1.287 -2.234 0.10
H -7.822 2.638 -2.805 0.12
H -6.022 3.475 -4.047 0.12
H -6.473 1.845 -4.682 0.12
H -3.734 2.369 -4.184 0.10
H -4.491 0.951 -3.428 0.10
O 3.927 1.041 -0.448 -0.33
S 5.029 0.801 0.466 0.70
O 4.945 1.223 1.859 -0.34
C 5.369 -0.954 0.468 -0.26
C 6.877 -1.114 0.540 -0.21
C 7.453 -0.021 -0.350 -0.23
C 6.717 1.302 -0.212 -0.18
H 5.113 -1.362 -0.520 0.10
H 4.666 -1.487 1.104 0.11
H 7.061 -0.844 1.591 0.12
H 7.293 -2.109 0.420 0.12
H 7.484 -0.205 -1.429 0.12
H 8.524 0.101 -0.162 0.11
H 6.483 1.920 -1.075 0.10
H 7.122 1.976 0.544 0.10
O 1.514 -0.270 7.874 -0.32
S 0.621 -1.224 7.264 0.69
O -0.738 -1.403 7.722 -0.33
C 0.743 -1.012 5.468 -0.22
C 1.279 -2.343 4.929 -0.22
C 2.120 -3.086 5.960 -0.23
C 1.428 -2.876 7.294 -0.23
H 1.424 -0.197 5.242 0.10
H -0.310 -0.843 5.246 0.09
H 0.401 -2.991 4.823 0.12
H 1.755 -2.209 3.960 0.11
H 3.119 -2.653 6.069 0.12
H 2.225 -4.137 5.701 0.12
H 2.133 -2.958 8.126 0.10
H 0.797 -3.728 7.566 0.10
O 6.051 -3.675 -2.847 -0.35
S 5.552 -4.800 -2.097 0.67
O 6.396 -5.324 -1.042 -0.33
C 3.845 -4.306 -1.557 -0.18
C 2.941 -5.353 -2.268 -0.21
C 3.773 -6.583 -2.703 -0.24
C 5.115 -6.136 -3.235 -0.22
H 3.596 -3.298 -1.866 0.08
H 3.765 -4.434 -0.480 0.10
H 2.161 -5.722 -1.602 0.11
H 2.432 -5.007 -3.167 0.11
H 3.278 -7.092 -3.535 0.11
H 3.786 -7.318 -1.899 0.12
H 5.142 -5.622 -4.192 0.11
H 5.967 -6.798 -3.096 0.10
O -6.439 0.370 -0.012 -0.34
S -6.192 -0.027 1.365 0.68
O -6.016 1.049 2.313 -0.32
C -7.494 -1.136 1.899 -0.23
C -6.986 -2.547 1.610 -0.22
C -5.453 -2.638 1.826 -0.19
C -4.871 -1.271 1.413 -0.22
H -8.500 -0.828 1.631 0.11
H -7.511 -1.026 2.992 0.11
H -7.458 -3.399 2.095 0.11
H -7.201 -2.695 0.545 0.11
H -5.073 -3.379 1.129 0.11
H -5.206 -2.789 2.873 0.11
H -4.393 -1.254 0.435 0.10
H -4.127 -0.976 2.153 0.09
```

For the HOMO energy, the calculation gives -10.0263 eV. The total energy is -127200.2073 eV. Its HOMO-LUMO gap is 9.8 eV. For the energy relative to the best compared isomer or geometry (same formula, charge and spin), the calculation gives 1.18 kJ/mol.

3.
Here is the ion C32H59N4O4 with charge +1 from OMol25. Energies are from ωB97M-V with the def2-TZVPD basis set.

```
99
Properties=species:S:1:pos:R:3:lowdin_charge:R:1
C -2.036 -4.775 -0.685 -0.14
C -3.528 -4.925 -0.105 -0.25
C -4.577 -3.858 -0.748 -0.20
C -4.732 -2.564 0.196 -0.23
C -5.058 -1.203 -0.583 -0.20
C -3.834 -0.595 -1.426 -0.19
C -2.399 -0.717 -0.727 -0.16
C -2.118 0.439 0.390 -0.13
N -0.643 0.777 0.249 -0.06
C 0.230 -0.154 1.016 -0.18
C 1.336 -0.924 0.131 -0.14
C 2.025 -2.006 1.143 -0.19
C 2.533 -3.341 0.400 -0.17
C 4.108 -3.504 0.692 -0.15
C 4.964 -3.973 -0.608 -0.17
O 4.292 -4.977 -1.410 -0.06
C 3.778 -4.447 -2.624 -0.41
C 2.227 -4.760 -2.976 -0.01
O 4.419 -3.748 -3.442 0.05
C -0.489 2.175 0.620 -0.12
N -0.768 3.111 -0.301 0.15
C -1.187 2.837 -1.704 -0.08
C -2.411 3.848 -2.090 -0.16
O -2.954 3.298 -3.334 -0.19
C -4.388 3.122 -3.238 -0.27
C -5.014 2.334 -4.499 -0.08
N -0.104 2.696 1.952 -0.11
O 0.906 3.612 1.882 -0.12
C 2.008 3.108 2.730 -0.10
C 3.043 2.176 1.944 -0.30
C 3.709 1.073 2.936 -0.08
C 4.185 2.974 1.135 -0.35
C 4.844 2.091 -0.056 -0.09
C 5.431 3.425 2.084 -0.09
C -1.265 3.166 2.731 -0.12
C -1.750 4.645 2.824 0.03
C -2.973 4.916 3.730 -0.10
N -3.712 3.978 4.507 0.02
C -3.266 2.631 4.379 -0.10
C -2.077 2.098 3.550 0.03
H -1.461 -5.776 -0.668 0.08
H -1.444 -4.064 -0.012 0.05
H -2.009 -4.422 -1.774 0.07
H -3.852 -6.015 -0.301 0.11
H -3.512 -4.791 1.038 0.11
H -4.284 -3.577 -1.816 0.11
H -5.593 -4.394 -0.739 0.11
H -3.824 -2.482 0.909 0.10
H -5.631 -2.766 0.889 0.12
H -5.931 -1.388 -1.309 0.12
H -5.378 -0.403 0.175 0.11
H -3.750 -1.072 -2.466 0.11
H -4.064 0.523 -1.617 0.09
H -2.180 -1.725 -0.242 0.09
H -1.590 -0.572 -1.538 0.12
H -2.365 0.099 1.449 0.12
H -2.694 1.367 0.045 0.12
H -0.458 -0.983 1.442 0.13
H 0.774 0.291 1.912 0.12
H 0.916 -1.423 -0.804 0.11
H 2.179 -0.167 -0.108 0.10
H 1.158 -2.336 1.839 0.11
H 2.798 -1.523 1.836 0.09
H 2.258 -3.268 -0.703 0.09
H 2.020 -4.244 0.903 0.12
H 4.284 -4.164 1.606 0.12
H 4.533 -2.462 0.961 0.11
H 5.220 -3.010 -1.172 0.13
H 5.932 -4.421 -0.197 0.13
H 1.751 -5.308 -2.077 0.08
H 2.133 -5.389 -3.920 0.09
H 1.697 -3.743 -3.075 0.09
H -0.691 4.112 -0.028 0.18
H -0.320 3.146 -2.385 0.15
H -1.587 1.792 -1.898 0.13
H -2.029 4.909 -2.298 0.14
H -3.233 3.796 -1.297 0.13
H -4.856 4.171 -3.254 0.13
H -4.745 2.574 -2.300 0.10
H -4.545 1.298 -4.609 0.08
H -4.853 2.895 -5.490 0.09
H -6.146 2.220 -4.366 0.09
H 2.577 3.954 3.246 0.14
H 1.508 2.439 3.529 0.14
H 2.438 1.600 1.140 0.11
H 2.971 0.225 3.195 0.07
H 4.658 0.605 2.491 0.09
H 4.041 1.542 3.939 0.10
H 3.680 3.887 0.662 0.13
H 4.547 0.990 -0.025 0.07
H 5.997 2.113 0.043 0.08
H 4.627 2.558 -1.089 0.09
H 4.986 3.856 3.043 0.08
H 6.069 2.494 2.244 0.08
H 6.069 4.181 1.500 0.09
H -1.217 5.476 2.247 0.10
H -3.322 6.012 3.787 0.12
H -3.859 1.841 4.973 0.12
H -1.731 1.011 3.493 0.10
```

For the HOMO energy, the calculation gives -12.0842 eV. The total energy is -48273.7977 eV. The net charge is +1. Its HOMO-LUMO gap is 8.2 eV. For the energy relative to the best compared isomer or geometry (same formula, charge and spin), the calculation gives 841.75 kJ/mol.

4.
Here is a structure of composition C32H60BN5O8SSi4TeV from OMol25. Energies are from ωB97M-V with the def2-TZVPD basis set.

```
113
Properties=species:S:1:pos:R:3:lowdin_spin:R:1
V -0.862 0.535 -0.004 1.63
C 2.670 -4.809 -2.527 0.00
O 1.704 -5.279 -1.586 0.00
C 0.767 -4.444 -1.153 0.00
C -0.168 -4.974 -0.252 0.00
C -1.165 -4.175 0.235 0.00
C -1.288 -2.815 -0.119 0.00
C -2.380 -2.024 0.432 0.00
C -3.545 -2.702 1.079 0.00
O -2.390 -0.782 0.394 0.01
C -0.336 -2.322 -1.019 0.00
O -0.379 -0.986 -1.434 0.01
C 0.675 -3.105 -1.536 0.00
H 3.307 -5.660 -2.743 0.00
H 3.269 -4.004 -2.098 0.00
H 2.185 -4.474 -3.445 0.00
H -0.081 -6.012 0.035 0.00
H -1.876 -4.602 0.927 0.00
H -3.216 -3.112 2.038 0.00
H -3.931 -3.521 0.474 0.00
H -4.319 -1.965 1.271 0.00
H 1.380 -2.662 -2.225 0.00
C -4.249 4.523 0.846 0.00
O -3.161 3.719 1.341 0.00
C -2.687 2.726 0.636 0.01
O -1.761 2.051 1.087 0.01
N -3.225 2.451 -0.578 0.00
N -2.630 1.411 -1.314 0.00
H -4.435 5.256 1.622 0.00
H -5.142 3.914 0.703 0.00
H -3.960 5.037 -0.071 0.00
H -3.961 2.994 -0.996 0.00
H -2.310 1.756 -2.215 0.00
H -3.312 0.675 -1.477 0.00
O 1.211 -0.303 1.928 -0.18
N 0.292 0.102 1.116 -0.49
C -2.246 -2.818 6.896 0.00
Si -1.382 -1.218 6.481 0.00
C 0.385 -1.201 7.094 0.00
C -2.336 0.267 7.096 0.00
Si 0.999 -0.233 3.700 -0.01
Te -1.329 -1.096 3.939 0.00
Si 2.738 -1.767 4.223 0.00
C 3.866 -1.707 2.707 0.00
C 3.760 -1.307 5.721 0.00
C 1.965 -3.470 4.373 0.00
Si 1.171 2.104 4.093 0.00
C -0.526 2.874 4.250 0.00
C 2.209 2.429 5.622 0.00
C 2.035 2.737 2.536 0.00
H -2.305 -2.930 7.982 0.00
H -1.709 -3.677 6.493 0.00
H -3.264 -2.833 6.505 0.00
H 0.394 -1.157 8.187 0.00
H 0.945 -0.335 6.732 0.00
H 0.911 -2.110 6.797 0.00
H -2.610 0.123 8.144 0.00
H -3.251 0.417 6.523 0.00
H -1.738 1.177 7.031 0.00
H 4.314 -0.718 2.586 0.00
H 3.328 -1.965 1.793 0.00
H 4.682 -2.423 2.831 0.00
H 4.363 -0.420 5.522 0.00
H 4.447 -2.133 5.927 0.00
H 3.180 -1.127 6.626 0.00
H 1.325 -3.692 3.517 0.00
H 1.349 -3.555 5.270 0.00
H 2.744 -4.235 4.429 0.00
H -1.054 2.478 5.119 0.00
H -1.137 2.676 3.371 0.00
H -0.433 3.956 4.376 0.00
H 1.655 2.195 6.533 0.00
H 2.478 3.487 5.669 0.00
H 3.134 1.850 5.630 0.00
H 1.448 2.501 1.644 0.00
H 3.031 2.302 2.426 0.00
H 2.149 3.823 2.580 0.00
C 4.100 2.390 -2.725 0.00
N 2.657 2.449 -2.549 0.00
C 2.001 1.914 -1.529 0.00
N 2.672 1.231 -0.611 0.00
S 0.296 2.152 -1.465 0.00
H 4.372 3.015 -3.569 0.00
H 4.434 1.370 -2.924 0.00
H 4.611 2.784 -1.844 0.00
H 2.095 2.899 -3.253 0.00
H 3.676 1.151 -0.645 0.00
H 2.197 0.919 0.222 0.00
C -2.915 2.014 -7.954 0.00
C -1.472 1.575 -8.205 0.00
C -1.471 0.502 -9.304 0.00
C -0.674 2.798 -8.678 0.00
C -0.823 0.989 -6.950 0.00
C 0.526 0.615 -6.987 0.00
C 1.189 0.044 -5.907 0.00
C 0.446 -0.138 -4.764 0.00
O 0.831 -0.680 -3.538 0.00
B -0.303 -0.597 -2.775 0.00
O -1.387 -0.082 -3.442 0.00
C -0.883 0.225 -4.709 0.00
C -1.549 0.785 -5.774 0.00
H -3.322 2.450 -8.866 0.00
H -2.977 2.772 -7.170 0.00
H -3.557 1.173 -7.685 0.00
H -1.918 0.902 -10.216 0.00
H -2.046 -0.373 -8.998 0.00
H -0.458 0.176 -9.544 0.00
H -1.158 3.237 -9.551 0.00
H 0.345 2.539 -8.968 0.00
H -0.623 3.561 -7.899 0.00
H 1.084 0.764 -7.902 0.00
H 2.227 -0.252 -5.967 0.00
H -2.596 1.038 -5.698 0.00
```

For the HOMO energy (spin up / spin down), the calculation gives -11.7198 / -11.7159 eV. As for the multiplicity: 2. The total energy is -133988.2133 eV. The net charge is +2. Its HOMO-LUMO gap (spin up / spin down) is 6.7 / 6.7 eV. For the energy relative to the best compared isomer or geometry (same formula, charge and spin), the calculation gives 13.23 kJ/mol.